--- P ---
{
  "formula": "C5H5FO",
  "method": "ωB97M-V/def2-TZVPD",
  "elements": ["O", "C", "C", "C", "C", "C", "F", "H", "H", "H", "H", "H"],
  "positions_angstrom": [[-0.018, -2.469, 0.819], [0.044, -1.401, 0.313], [0.849, -0.135, 0.747], [0.282, 1.125, 0.021], [-0.679, 0.551, -0.902], [-0.870, -0.791, -0.702], [-1.747, -1.516, -1.471], [1.979, -0.113, 0.592], [0.509, 0.095, 1.766], [1.155, 1.824, -0.331], [-0.410, 1.665, 0.811], [-1.095, 1.164, -1.660]],
  "lowdin_charge": [0.132, -0.348, -0.103, -0.215, -0.019, -0.161, 0.048, 0.141, 0.116, 0.148, 0.150, 0.111],
  "molar_mass_g_mol": 100.1,
  "smiles": "O=C1CCC=C1F",
  "multiplicity": 1,
  "orbital_gap_ha": 0.37383
}



--- Q ---
{
  "formula": "C5H5FO",
  "method": "ωB97M-V/def2-TZVPD",
  "elements": ["F", "C", "C", "C", "C", "O", "C", "H", "H", "H", "H", "H"],
  "positions_angstrom": [[2.687, -0.501, 0.002], [1.759, 0.469, -0.026], [0.467, 0.137, -0.051], [-0.028, -1.212, -0.032], [-1.390, -1.130, 0.014], [-1.858, 0.167, -0.048], [-0.718, 1.079, 0.020], [2.232, 1.482, -0.004], [0.603, -2.083, -0.017], [-2.129, -1.886, 0.050], [-0.775, 1.794, -0.823], [-0.849, 1.685, 0.916]],
  "lowdin_charge": [0.004, -0.115, -0.228, -0.020, -0.082, -0.086, -0.089, 0.133, 0.109, 0.112, 0.134, 0.127],
  "molar_mass_g_mol": 100.1,
  "smiles": "F/C=C1\\C=COC1",
  "multiplicity": 1,
  "orbital_gap_ha": 0.32744
}



It is Q that is the least stable of them.



--- P ---
{
  "formula": "C5H9N2O",
  "method": "ωB97M-V/def2-TZVPD",
  "elements": ["C", "C", "C", "C", "C", "N", "N", "O", "H", "H", "H", "H", "H", "H", "H", "H", "H"],
  "positions_angstrom": [[-2.885, -0.605, 2.047], [0.431, 0.836, 0.802], [2.014, -0.192, -0.341], [1.246, -0.387, 0.931], [-0.353, -0.517, -1.291], [-3.903, -0.538, 2.623], [0.639, 0.003, -0.372], [-1.934, -0.529, 1.398], [-0.606, 0.687, 1.139], [0.863, 1.824, 0.776], [2.523, 0.775, -0.334], [2.384, -1.047, -0.910], [-0.562, 0.083, -2.169], [-0.047, -1.372, -1.793], [-1.380, -0.755, -0.940], [0.973, -1.068, 1.664], [-4.259, -1.007, 3.366]],
  "lowdin_charge": [-0.368, 0.015, 0.019, 0.015, 0.035, 0.270, -0.155, 0.117, 0.101, 0.138, 0.142, 0.155, 0.112, 0.080, 0.112, 0.141, 0.069],
  "charge": 1,
  "molar_mass_g_mol": 113.1,
  "multiplicity": 1,
  "orbital_gap_ha": 0.45030
}



--- Q ---
{
  "formula": "C5H9N2O",
  "method": "ωB97M-V/def2-TZVPD",
  "elements": ["C", "C", "C", "C", "C", "N", "N", "O", "H", "H", "H", "H", "H", "H", "H", "H", "H"],
  "positions_angstrom": [[-0.498, 1.613, 1.412], [0.189, -0.343, 0.264], [-1.091, 0.836, -1.325], [0.475, -0.391, 2.583], [0.267, -0.894, -2.170], [0.067, 0.349, 1.404], [-0.153, -0.098, -0.982], [-0.973, 1.265, -2.546], [-0.822, 2.139, 2.274], [0.870, -1.217, 0.496], [0.363, 0.191, 3.589], [0.070, -1.346, 2.732], [1.526, -0.571, 2.301], [-0.558, -1.322, -2.745], [0.926, -0.340, -2.777], [0.985, -1.784, -1.807], [-1.642, 1.912, -2.703]],
  "lowdin_charge": [0.238, -0.056, -0.056, -0.022, 0.018, -0.189, -0.072, 0.116, 0.035, 0.180, 0.154, 0.079, 0.107, 0.111, 0.081, 0.154, 0.122],
  "charge": 1,
  "molar_mass_g_mol": 113.1,
  "multiplicity": 1,
  "orbital_gap_ha": [0.25775, 0.25969]
}



It is Q that is the least stable of them.



--- P ---
{
  "formula": "C5H9N2O",
  "method": "ωB97M-V/def2-TZVPD",
  "elements": ["C", "C", "C", "C", "C", "N", "N", "O", "H", "H", "H", "H", "H", "H", "H", "H", "H"],
  "positions_angstrom": [[1.612, -0.170, 0.245], [2.215, -1.427, -0.379], [-0.485, 1.771, -0.308], [-1.526, -0.180, 1.046], [-0.729, 0.272, -0.285], [0.904, -1.567, -1.102], [0.503, -0.428, -0.355], [3.226, -2.045, -0.324], [1.837, 0.674, 0.815], [-0.238, 1.950, -1.417], [-1.359, 2.403, 0.056], [0.333, 1.917, 0.395], [-1.182, 0.369, 1.944], [-1.521, -1.319, 1.119], [-2.589, 0.220, 0.855], [-1.352, -0.026, -1.087], [0.350, -2.415, -1.219]],
  "lowdin_charge": [0.181, -0.265, -0.023, -0.006, -0.360, 0.195, -0.035, 0.242, 0.137, 0.130, 0.129, 0.064, 0.088, 0.102, 0.115, 0.136, 0.168],
  "charge": 1,
  "molar_mass_g_mol": 113.1,
  "multiplicity": 1,
  "orbital_gap_ha": 0.34354
}



--- Q ---
{
  "formula": "C5H9N2O",
  "method": "ωB97M-V/def2-TZVPD",
  "elements": ["C", "C", "C", "C", "C", "N", "N", "O", "H", "H", "H", "H", "H", "H", "H", "H", "H"],
  "positions_angstrom": [[3.104, -1.079, 0.739], [-2.892, -0.290, -0.163], [-1.695, -0.098, 0.629], [-1.519, 1.593, -0.361], [1.554, 0.368, -0.551], [2.244, -0.775, -0.223], [-1.652, 0.330, -0.779], [-1.614, 1.441, 0.916], [3.244, -2.113, 0.793], [3.608, -0.493, 1.450], [-3.110, -1.258, -0.429], [-3.708, 0.355, -0.166], [-1.174, -0.712, 1.277], [-1.315, 2.453, -0.974], [1.722, 1.192, 0.092], [1.276, 0.664, -1.516], [1.927, -1.579, -0.735]],
  "lowdin_charge": [0.030, 0.093, -0.023, -0.031, -0.091, -0.141, 0.097, 0.163, 0.050, 0.066, 0.120, 0.129, 0.159, 0.185, 0.032, 0.021, 0.141],
  "charge": 1,
  "molar_mass_g_mol": 113.1,
  "multiplicity": 1,
  "orbital_gap_ha": [0.16462, 0.16477]
}



It is Q that is the least stable of them.



--- P ---
{
  "formula": "C9H16NO",
  "method": "ωB97M-V/def2-TZVPD",
  "elements": ["C", "C", "N", "H", "H", "H", "H", "H", "H", "H", "H", "C", "C", "C", "C", "C", "C", "C", "O", "H", "H", "H", "H", "H", "H", "H", "H"],
  "positions_angstrom": [[-1.101, -1.322, 1.528], [-0.980, -1.944, 0.217], [-2.310, -0.441, 1.700], [-1.167, -2.166, 2.388], [-0.130, -0.740, 1.792], [-1.642, -1.684, -0.635], [-0.931, -3.029, 0.200], [-3.020, -1.047, 2.259], [-1.971, 0.337, 2.344], [-2.771, -0.260, 0.721], [0.017, -1.613, -0.207], [1.192, 0.000, -3.035], [1.895, 0.825, 0.645], [0.676, 1.543, 0.873], [2.136, 0.415, -0.702], [1.122, 0.659, -1.691], [-0.331, 1.704, -0.073], [-0.149, 1.207, -1.347], [0.458, 1.787, 2.251], [2.789, 0.948, 1.273], [3.226, 0.214, -0.992], [-1.349, 2.097, 0.271], [1.258, 1.998, 2.675], [1.352, 0.759, -3.820], [0.451, -0.768, -3.369], [-0.861, 1.091, -2.131], [2.139, -0.571, -3.134]],
  "lowdin_charge": [-0.262, -0.107, 0.147, 0.176, 0.132, 0.099, 0.086, 0.201, 0.181, 0.206, 0.095, -0.081, -0.020, -0.307, -0.023, -0.273, -0.055, -0.050, 0.004, 0.122, 0.143, 0.139, 0.073, 0.089, 0.095, 0.110, 0.080],
  "charge": 1,
  "molar_mass_g_mol": 154.2,
  "multiplicity": 1,
  "orbital_gap_ha": 0.30282
}



--- Q ---
{
  "formula": "C9H16NO",
  "method": "ωB97M-V/def2-TZVPD",
  "elements": ["C", "C", "N", "H", "H", "H", "H", "H", "H", "H", "H", "C", "C", "C", "C", "C", "C", "C", "O", "H", "H", "H", "H", "H", "H", "H", "H"],
  "positions_angstrom": [[-2.555, 0.580, 0.468], [-3.887, -0.061, 0.211], [-2.466, 1.886, -0.299], [-2.288, 0.700, 1.514], [-1.740, -0.016, 0.053], [-4.078, -0.334, -0.830], [-4.742, 0.509, 0.582], [-3.102, 2.601, 0.069], [-1.508, 2.250, -0.276], [-2.696, 1.670, -1.276], [-3.977, -1.022, 0.721], [3.975, -0.071, 1.483], [0.663, -0.991, -1.109], [1.055, 0.359, -0.988], [1.219, -1.988, -0.343], [2.071, 0.646, -0.106], [2.286, -1.614, 0.502], [2.777, -0.325, 0.632], [-0.503, -1.220, -1.837], [0.691, 1.041, -1.745], [-0.405, -0.938, -2.751], [1.012, -3.003, -0.654], [2.441, 1.668, -0.040], [2.780, -2.453, 0.980], [4.380, -0.940, 1.989], [3.839, 0.731, 2.214], [4.758, 0.339, 0.836]],
  "lowdin_charge": [-0.188, -0.073, 0.196, 0.136, 0.103, 0.092, 0.089, 0.175, 0.163, 0.173, 0.099, -0.047, -0.340, -0.057, 0.002, -0.048, -0.028, -0.271, -0.005, 0.109, 0.104, 0.124, 0.116, 0.116, 0.081, 0.085, 0.090],
  "charge": 1,
  "molar_mass_g_mol": 154.2,
  "multiplicity": 1,
  "orbital_gap_ha": 0.29538
}



It is P that is the least stable of them.



--- P ---
{
  "formula": "C9H16NO",
  "method": "ωB97M-V/def2-TZVPD",
  "elements": ["C", "C", "C", "C", "C", "C", "C", "C", "C", "N", "O", "H", "H", "H", "H", "H", "H", "H", "H", "H", "H", "H", "H", "H", "H", "H", "H"],
  "positions_angstrom": [[-2.015, -2.131, 1.060], [1.760, 2.588, -0.105], [-0.741, -2.335, 1.325], [1.208, 1.546, -0.559], [1.321, -0.869, 1.843], [0.239, -1.270, 0.914], [0.233, 0.079, 1.485], [0.597, -0.161, -3.671], [0.053, 0.721, -2.538], [-0.817, 0.475, 2.442], [0.892, 0.672, -1.434], [-2.733, -2.943, 1.252], [-2.516, -1.208, 0.493], [2.319, 3.131, -0.892], [1.962, 2.926, 0.913], [-0.334, -3.164, 1.757], [1.339, -1.427, 2.739], [2.297, -0.696, 1.378], [0.435, -1.288, -0.111], [1.293, 0.308, -4.283], [0.959, -1.128, -3.291], [-0.241, -0.199, -4.402], [-0.945, 0.344, -2.424], [-0.033, 1.838, -2.741], [-1.417, 1.210, 2.087], [-0.107, 0.928, 3.109], [-1.341, -0.388, 2.805]],
  "lowdin_charge": [0.002, 0.079, -0.129, -0.086, -0.078, -0.311, -0.253, -0.034, -0.202, 0.174, -0.007, 0.066, 0.121, 0.115, 0.098, 0.083, 0.099, 0.111, 0.101, 0.050, 0.101, 0.103, 0.117, 0.160, 0.149, 0.197, 0.172],
  "charge": 1,
  "molar_mass_g_mol": 154.2,
  "multiplicity": 1,
  "orbital_gap_ha": [0.28539, 0.28547]
}



--- Q ---
{
  "formula": "C9H16NO",
  "method": "ωB97M-V/def2-TZVPD",
  "elements": ["C", "C", "N", "H", "H", "H", "H", "H", "H", "H", "H", "C", "C", "C", "C", "C", "C", "C", "O", "H", "H", "H", "H", "H", "H", "H", "H"],
  "positions_angstrom": [[0.299, 1.771, 2.866], [-0.102, 0.374, 3.489], [0.974, 1.444, 1.574], [-0.497, 2.424, 2.637], [0.975, 2.362, 3.536], [0.710, -0.382, 3.630], [-0.940, -0.148, 2.841], [1.463, 2.180, 1.145], [1.675, 0.680, 1.697], [0.441, 0.907, 0.763], [-0.373, 0.519, 4.510], [-1.070, 0.617, -3.703], [0.220, -1.172, 0.025], [-0.857, -0.304, -0.032], [0.870, -1.384, -1.144], [-1.340, 0.285, -1.204], [0.337, -0.870, -2.349], [-0.754, -0.094, -2.382], [0.900, -1.483, 1.285], [-1.512, -0.248, 0.812], [1.042, -2.460, 1.350], [1.847, -1.984, -1.224], [-2.190, 1.099, -1.123], [1.124, -1.010, -3.195], [-0.105, 0.822, -4.244], [-1.446, 1.613, -3.545], [-1.854, 0.053, -4.287]],
  "lowdin_charge": [-0.155, -0.067, 0.140, 0.105, 0.142, 0.085, 0.104, 0.138, 0.160, 0.151, 0.060, -0.034, -0.297, -0.104, -0.021, -0.021, -0.041, -0.302, -0.037, 0.106, 0.135, 0.155, 0.171, 0.162, 0.096, 0.062, 0.107],
  "charge": 1,
  "molar_mass_g_mol": 154.2,
  "multiplicity": 1,
  "orbital_gap_ha": 0.36623
}



It is P that is the least stable of them.



--- P ---
{
  "formula": "C8H19NO",
  "method": "ωB97M-V/def2-TZVPD",
  "elements": ["C", "C", "C", "C", "C", "C", "C", "C", "N", "O", "H", "H", "H", "H", "H", "H", "H", "H", "H", "H", "H", "H", "H", "H", "H", "H", "H", "H", "H"],
  "positions_angstrom": [[-0.259, -0.331, -0.108], [2.040, -0.812, 0.143], [-0.050, 0.636, 0.875], [-2.271, 1.029, 1.069], [-0.556, 0.042, -1.535], [-0.788, -1.689, 0.291], [2.493, -1.458, -1.135], [0.485, 2.022, 0.648], [-2.813, 1.953, 0.144], [2.142, -1.634, 1.285], [2.052, -2.563, 1.035], [2.595, 0.099, 0.364], [0.165, 0.245, 1.867], [-2.261, 2.796, 0.043], [-2.989, 1.557, -0.771], [-2.181, 1.444, 2.069], [-2.830, 0.099, 1.106], [-1.435, -0.463, -1.952], [-0.721, 1.102, -1.727], [0.247, -0.244, -2.219], [-0.618, -1.895, 1.348], [-0.318, -2.470, -0.315], [-1.862, -1.774, 0.098], [3.491, -1.920, -1.049], [2.540, -0.718, -1.938], [1.807, -2.253, -1.456], [0.162, 2.478, -0.288], [0.155, 2.681, 1.458], [1.578, 2.040, 0.651]],
  "lowdin_charge": [-0.394, -0.273, -0.223, -0.138, -0.054, -0.071, -0.112, -0.090, -0.023, -0.061, 0.087, 0.098, 0.119, 0.064, 0.064, 0.062, 0.064, 0.083, 0.064, 0.069, 0.085, 0.077, 0.076, 0.078, 0.071, 0.069, 0.064, 0.079, 0.069],
  "molar_mass_g_mol": 145.2,
  "multiplicity": 1,
  "orbital_gap_ha": [0.25192, 0.24325]
}



--- Q ---
{
  "formula": "C8H19NO",
  "method": "ωB97M-V/def2-TZVPD",
  "elements": ["C", "N", "C", "C", "O", "H", "H", "H", "H", "H", "H", "H", "C", "C", "C", "C", "C", "H", "H", "H", "H", "H", "H", "H", "H", "H", "H", "H", "H"],
  "positions_angstrom": [[2.779, 1.754, 0.105], [1.689, 2.011, 0.911], [1.005, 0.884, 1.493], [-0.183, 1.340, 2.381], [1.456, -0.270, 1.453], [3.224, 0.766, 0.309], [2.364, 1.567, -0.941], [3.592, 2.334, 0.259], [1.354, 3.016, 0.898], [-0.533, 2.404, 2.380], [0.102, 1.259, 3.435], [-1.028, 0.611, 2.098], [-2.583, -1.982, 0.756], [-1.069, -1.940, 0.247], [-1.224, -0.963, -0.903], [0.104, -0.843, -1.627], [0.209, 0.222, -2.679], [-2.737, -0.836, 0.914], [-2.988, -2.296, -0.395], [-2.957, -2.385, 1.761], [-0.735, -3.008, -0.201], [-0.320, -1.607, 1.029], [-2.166, -1.374, -1.288], [-1.390, 0.028, -0.451], [0.503, -1.731, -2.137], [0.875, -0.586, -0.972], [0.043, 1.185, -2.265], [1.227, 0.499, -3.130], [-0.613, -0.060, -3.441]],
  "lowdin_charge": [-0.139, -0.031, -0.464, -0.009, 0.017, 0.095, 0.105, 0.048, 0.165, 0.079, 0.076, 0.090, -0.125, -0.299, -0.266, -0.296, -0.145, 0.068, 0.121, 0.074, 0.148, 0.088, 0.080, 0.111, 0.118, 0.058, 0.036, 0.092, 0.104],
  "molar_mass_g_mol": 145.2,
  "smiles": "CNC(C)=O.CCCCC",
  "multiplicity": 1,
  "orbital_gap_ha": 0.38160
}



It is P that is the least stable of them.